(1)
C2H4Cl2I2MoO | ωB97M-V with the def2-TZVPD basis set

2S+1: 3
Energy relative to the best compared isomer or geometry (same formula, charge and spin) (kJ/mol): 0.0
Electronic energy (Eh): -1737.093829
Total charge: +2

Cartesian coordinates (Å):
Mo (-0.370, -0.673, 0.329)
Cl (-0.400, 1.921, 0.610)
C (-1.619, 1.663, 1.881)
Cl (-2.014, -0.053, 2.137)
H (-2.522, 2.175, 1.568)
H (-1.209, 2.057, 2.805)
I (-0.153, -0.708, -2.496)
C (1.913, -1.012, -2.131)
I (2.422, -0.941, -0.075)
H (2.442, -0.200, -2.615)
H (2.181, -1.992, -2.510)
O (-0.670, -2.237, 0.497)

Cartesian forces, eV/Å:
0.73 -0.22 -0.79
0.06 0.22 -0.05
-0.41 0.83 0.51
-0.05 0.04 0.06
-0.04 -0.01 0.05
-0.05 -0.01 0.04
-0.24 0.24 -0.11
0.33 0.00 -0.35
0.15 0.21 0.25
0.08 -0.07 -0.10
0.04 0.00 -0.05
-0.61 -1.23 0.53

=====

(2)
C2H4Cl2N2 | ωB97M-V with the def2-TZVPD basis set

Energy relative to the best compared isomer or geometry (same formula, charge and spin) (kJ/mol): 249.4
Electronic energy (Eh): -1108.400503
Total charge: 0

Cartesian coordinates (Å):
C (1.300, -0.757, 0.223)
C (0.840, 0.638, -0.169)
N (0.578, -1.405, 1.005)
N (-0.392, 0.867, 0.198)
Cl (2.866, -1.158, -0.441)
Cl (2.172, 1.784, 0.304)
H (1.040, 0.857, -1.876)
H (1.109, -2.269, 1.265)
H (-0.896, 0.303, 0.850)
H (-0.616, 1.938, 0.249)

Cartesian forces, eV/Å:
0.10 1.47 -0.84
3.20 -0.82 -4.51
1.32 -1.65 0.43
-2.93 5.14 0.52
-0.29 -0.52 0.28
-0.49 0.24 0.36
-0.46 -0.85 3.67
-0.93 0.54 -0.14
0.23 -0.51 0.39
0.26 -3.03 -0.16

=====

(3)
C2H4Cl2N2 | ωB97M-V with the def2-TZVPD basis set

Energy relative to the best compared isomer or geometry (same formula, charge and spin) (kJ/mol): 380.7
Electronic energy (Eh): -1108.350475
Total charge: 0

Cartesian coordinates (Å):
C (0.684, -0.424, 0.466)
C (0.070, 0.424, -0.609)
N (0.218, -0.453, 1.595)
N (-1.016, 1.189, -0.346)
Cl (2.400, -0.902, 0.056)
Cl (0.804, 0.598, -2.091)
H (-0.544, -1.750, -0.632)
H (0.385, -1.170, 2.272)
H (-1.530, 1.130, 0.510)
H (-1.470, 1.357, -1.220)

Cartesian forces, eV/Å:
1.26 1.32 -2.44
-0.29 -2.04 2.45
-2.06 0.18 1.75
1.22 -0.35 -1.15
-0.61 -0.39 0.13
0.27 0.37 -0.99
0.31 0.70 -0.28
0.80 -0.06 0.18
0.03 -0.38 0.31
-0.93 0.66 0.04